C4H5N3O | the ωB97M-V functional and the def2-TZVPD basis

Values from the calculation:
energy above the lowest of the compared OMol25 structures with the same formula, charge and spin	83.2	kcal per mole
Kohn-Sham gap	8.72	eV

XYZ file:
```
13
Properties=species:S:1:pos:R:3:forces:R:3
H -0.5554 2.7730 -1.5111 3.0 -3.9 -1.3
H -1.4502 -1.5583 0.5598 0.4 0.5 -1.1
C 0.7764 -1.2111 2.1041 -1.1 1.3 -3.3
O 1.6703 -0.9122 2.8021 1.6 0.4 1.5
C 0.1800 0.5727 -1.1133 -0.2 2.8 1.3
H -1.7498 -0.5400 -1.8343 1.5 0.8 1.6
C -0.9338 -0.2801 -1.0620 -0.1 0.9 -2.6
N 0.9646 0.4212 0.0355 -1.1 -0.9 -0.1
N 0.3752 1.9072 -1.8493 -5.0 -0.1 0.7
H 1.0012 2.3087 -1.2324 2.4 1.0 1.2
N -0.7955 -0.9156 0.0814 1.0 -2.6 4.5
H 0.1177 -2.0341 2.2124 -0.9 -1.5 0.9
C 0.3992 -0.5313 0.8070 -1.5 1.2 -3.4
```
Forces are in eV/Å.

CHCl2O2P | the ωB97M-V functional and the def2-TZVPD basis

Values from the calculation:
energy above the lowest of the compared OMol25 structures with the same formula, charge and spin	163.1	kcal per mole
Kohn-Sham gap (spin up / spin down)	7.58 / 7.52	eV

XYZ file:
```
7
Properties=species:S:1:pos:R:3:forces:R:3
O 1.8414 -1.5301 -0.4604 -2.6 -2.0 0.0
Cl -1.2808 -1.2552 1.4731 -0.4 -0.5 0.2
O 3.0565 -0.3693 -0.2213 -2.0 -1.1 -0.2
C -0.6111 -0.7304 -0.1025 -2.5 -0.7 -0.1
Cl -1.9744 -0.2926 -1.2599 1.5 -0.3 0.9
H 0.0030 0.0310 0.2658 0.9 1.8 -0.7
P 0.3692 -2.2193 -0.4740 4.9 2.9 -0.2
```
Forces are in eV/Å.

C25H29NO6S2 | the ωB97M-V functional and the def2-TZVPD basis

Values from the calculation:
Kohn-Sham gap	8.93	eV

XYZ file:
```
63
Properties=species:S:1:pos:R:3:forces:R:3
H 5.3030 -3.2286 1.3452 0.1 -0.1 0.1
N 5.6040 -3.5748 -1.2088 0.0 0.1 0.0
C -0.0625 0.3483 6.0119 0.0 0.0 0.0
C 3.7274 -0.8598 -1.1179 0.3 0.0 0.0
C -1.4304 -3.7451 -0.5715 -0.1 0.0 -0.1
C -0.5802 1.7711 5.7588 0.0 -0.1 0.0
H 0.5480 2.1139 3.9286 0.0 0.0 0.0
C -2.2586 -1.3666 0.6569 0.1 0.0 -0.4
H -1.6207 1.8512 6.0799 0.0 0.0 0.0
H -2.9851 -4.6771 0.5554 -0.1 0.0 0.0
O -0.2220 0.0678 2.4585 -0.1 0.0 -0.1
C 3.3090 0.3188 -0.5028 0.0 -0.3 -0.1
H 5.4039 -3.4476 -2.2013 0.0 -0.1 0.0
H -1.8607 2.1037 -4.8665 0.0 0.0 0.0
C 5.5681 -2.4582 -0.6074 0.1 -0.1 -0.1
C -1.1944 -1.3692 -0.2306 0.1 -0.1 0.0
H -1.3250 3.0302 -2.6573 0.0 0.0 0.0
C -0.7316 -0.5730 4.9835 0.1 0.0 0.3
H -4.7566 1.6100 -4.0787 0.0 0.1 0.0
C 1.9600 0.5848 -0.3224 0.2 0.2 0.0
C 1.0255 -0.3377 -0.7489 -0.1 -0.1 0.0
H -4.0849 1.9650 -5.6891 -0.1 0.1 0.0
C -0.4363 -0.1204 -0.5346 -0.2 0.0 -0.1
H -0.0027 2.5158 6.3039 0.0 0.0 0.0
H -1.1137 -4.6587 -1.0555 0.0 0.0 0.0
C -0.4849 1.9884 4.2518 0.0 0.2 0.2
H -2.1534 4.7092 -4.2760 0.0 0.0 0.0
O -0.9638 0.9658 -0.6320 0.1 0.0 0.2
H 3.0701 -2.7051 -2.0366 0.1 0.0 0.0
H 5.7508 -0.3399 -0.7752 0.2 0.0 -0.2
O -5.4617 4.0373 -3.4334 -0.1 0.0 0.0
C 5.2118 -1.1449 -1.2758 -0.1 0.0 0.3
S -4.3735 3.9236 -4.3713 0.1 0.0 0.0
O -4.4242 4.6037 -5.6408 -0.1 0.0 0.0
S -1.0813 0.4544 3.5498 0.3 0.1 0.2
C -0.7831 -2.5512 -0.8485 0.1 0.1 0.0
H 6.9127 -2.5706 1.0672 0.1 0.1 0.0
H 1.6392 1.4973 0.1608 -0.1 0.0 0.0
C -2.3688 2.9874 -2.9618 -0.1 0.0 0.0
C 2.7837 -1.7765 -1.5607 -0.3 0.0 -0.2
O -2.5099 0.5440 3.3817 0.0 -0.1 -0.1
H 1.0206 0.3257 5.8774 0.0 0.0 0.0
C 0.3705 -2.4768 -1.7954 -0.1 -0.1 -0.2
H 5.5008 -1.1741 -2.3262 0.0 0.0 -0.1
C -2.4861 -3.7449 0.3276 0.1 -0.1 0.0
C -2.8967 -2.5645 0.9330 -0.2 0.1 0.1
H -0.0887 -1.3918 4.6709 -0.1 0.0 -0.1
H -1.6822 -0.9633 5.3411 0.0 0.0 -0.1
H -3.0436 5.0782 -2.7736 -0.1 0.0 -0.1
H -2.4781 0.9368 -3.7041 0.0 0.0 0.0
H -1.0968 2.8080 3.8825 0.0 -0.1 -0.1
H 4.0691 1.0098 -0.1608 -0.1 0.1 0.0
C -4.0086 2.1797 -4.6264 0.2 -0.2 0.0
H -0.2732 0.0158 7.0269 0.0 0.0 0.0
C -2.8451 4.3212 -3.5285 0.2 -0.1 0.1
C -2.5958 1.9547 -4.0729 0.0 0.0 0.0
H -2.5444 -0.4297 1.1091 -0.2 0.0 0.1
H 5.5086 -1.4828 1.3157 0.2 0.1 0.0
H -3.7264 -2.5668 1.6278 0.0 -0.1 0.0
C 1.4365 -1.5164 -1.3755 -0.1 0.1 0.2
H -2.9592 2.7210 -2.0835 0.0 0.0 0.0
O 0.4180 -3.1106 -2.8259 0.2 -0.2 0.3
C 5.8536 -2.4160 0.8722 -0.5 -0.1 0.0
```
Forces are in eV/Å.

C7H10BNO3 | the ωB97M-V functional and the def2-TZVPD basis

Values from the calculation:
energy above the lowest of the compared OMol25 structures with the same formula, charge and spin	100.5	kcal per mole
Kohn-Sham gap	7.63	eV

XYZ file:
```
22
Properties=species:S:1:pos:R:3:forces:R:3
C -2.5865 1.0493 -1.0460 -0.2 -1.3 0.2
H 2.6036 -2.4408 -0.3021 0.5 1.3 -0.1
O -0.4993 0.0873 -1.1535 2.3 -0.7 2.0
N 4.2766 -1.0512 -0.5340 1.3 0.9 1.1
H -1.0587 1.8979 0.8523 0.6 3.9 -0.4
O 3.2739 0.7814 0.2900 1.1 -0.9 0.1
C 4.4186 0.1999 -0.1304 -3.8 -3.3 -1.0
C 2.3877 -0.2447 0.2699 1.2 -2.3 -0.4
H -3.0918 0.3804 -1.7705 0.3 0.7 0.1
C -1.5503 0.1902 -0.3223 0.6 0.0 1.3
O 0.1151 0.4167 1.4584 1.5 -0.2 1.5
C 3.0197 -1.4079 -0.2055 -1.7 1.1 0.5
H 5.1757 0.7844 -0.3744 3.4 2.6 -0.6
H -3.2926 1.4118 -0.3559 -1.5 0.4 1.0
B 1.0399 0.0220 0.7098 -2.6 0.1 -2.4
C -2.1945 -1.1276 0.2073 3.2 -2.3 -2.1
H -1.5961 -1.8471 0.8777 -0.5 1.8 -0.2
H -3.0955 -0.8239 0.5909 -2.4 -0.1 1.2
H -2.1506 1.9327 -1.4690 0.5 0.1 -0.6
H -1.8320 0.7215 1.9649 1.2 0.5 -1.6
H -2.2608 -1.8574 -0.6382 -0.7 0.9 0.2
C -1.1020 0.9251 1.0806 -4.3 -3.5 0.3
```
Forces are in eV/Å.

C2H6NO2 | the ωB97M-V functional and the def2-TZVPD basis

Values from the calculation:
energy above the lowest of the compared OMol25 structures with the same formula, charge and spin	35.0	kcal per mole
Kohn-Sham gap	8.00	eV
net charge	-1

XYZ file:
```
11
Properties=species:S:1:pos:R:3:forces:R:3
H 0.9769 1.5477 -1.0429 0.6 0.2 -0.4
N -0.1850 -1.2076 0.2867 1.3 0.6 0.8
H 1.0347 0.5661 -2.5391 0.3 0.5 -0.5
C 0.4458 1.2832 -1.9664 -1.2 -0.9 2.0
O 0.2429 -0.6382 2.5002 0.8 0.2 0.0
O -0.7308 0.6151 -1.5024 0.3 0.4 -0.3
C 0.0951 -0.3720 1.2883 -1.9 -0.7 0.1
H -0.0728 0.6821 0.9924 0.4 0.3 0.1
H -0.4325 -0.0494 -0.7868 -0.6 -0.3 -1.0
H 0.1305 2.2154 -2.4244 0.3 -0.1 -0.7
H 0.0494 -2.1248 0.6648 -0.3 -0.3 -0.3
```
Forces are in eV/Å.

C5H14NO2 | the ωB97M-V functional and the def2-TZVPD basis

Values from the calculation:
energy above the lowest of the compared OMol25 structures with the same formula, charge and spin	25.5	kcal per mole
Kohn-Sham gap	7.62	eV
net charge	-1

XYZ file:
```
22
Properties=species:S:1:pos:R:3:forces:R:3
H 1.1715 0.7570 -1.7805 -0.1 0.0 -0.2
H 0.5340 3.0633 1.0363 0.5 -0.1 0.3
C 0.4818 2.4022 0.1801 -2.6 1.6 -1.9
C 0.3139 -1.1060 -2.5216 -2.0 -0.1 2.4
H -0.0551 3.0172 -0.5927 0.4 0.2 0.3
C -1.2127 -1.0167 0.0914 1.4 0.2 0.6
H -1.5464 -1.7562 -0.6439 -0.3 0.5 -0.7
H -0.8019 -0.9991 -2.7332 1.6 0.0 -0.4
C 0.7160 -0.1503 -1.3738 -2.7 1.1 -0.2
N -0.4465 1.3394 0.4409 1.2 -1.0 2.9
H 1.4242 -0.6002 -0.7631 1.2 -0.9 1.4
H 0.4959 -2.1531 -2.2803 -0.2 0.0 0.4
H -2.1154 -0.7260 0.6640 0.1 0.1 0.1
H 1.4005 2.2388 -0.3374 1.3 -0.7 0.3
H -1.2568 0.7843 -1.3536 0.5 -1.0 0.8
H -0.1316 0.9606 1.3842 -0.6 -0.1 -1.5
H 0.2042 -0.8859 1.9321 0.1 0.3 -0.2
C -0.5893 0.2974 -0.5359 -0.1 -0.6 -2.3
H 1.5341 -0.2763 2.6120 1.1 -0.1 -0.1
O -0.2306 -1.6785 0.8378 -0.5 0.6 0.6
H 1.0032 -0.9028 -3.2513 1.0 0.6 -2.7
O 0.6065 -0.1287 2.6596 -1.3 -0.6 0.0
```
Forces are in eV/Å.

C5H13NO2 | the ωB97M-V functional and the def2-TZVPD basis

Values from the calculation:
energy above the lowest of the compared OMol25 structures with the same formula, charge and spin	94.6	kcal per mole
Kohn-Sham gap	7.65	eV

XYZ file:
```
21
Properties=species:S:1:pos:R:3:forces:R:3
C 1.2169 0.9057 1.5776 0.1 -0.5 -0.4
H 0.3397 -0.2769 -0.0056 -0.6 0.0 -0.4
C -1.2680 1.1605 0.1320 0.3 0.1 0.3
H -1.4999 2.1075 -0.3526 0.1 0.0 0.0
H -0.3078 1.3615 0.8273 -0.3 -0.1 -0.2
H -1.0698 -2.0102 -1.2485 0.0 0.0 0.0
C 1.3679 -0.2391 0.7715 0.6 0.4 0.8
H 0.1180 1.3184 -2.0618 0.0 0.0 0.0
N -0.4436 0.4779 -2.0511 0.0 0.0 0.0
H 0.8607 0.7882 2.5905 -0.1 0.0 0.0
O 1.2249 -1.5162 1.3590 -0.2 0.1 -0.2
C -1.6302 -1.2204 -0.7437 0.0 0.0 0.0
H 1.7822 -1.5450 2.1463 0.0 0.1 -0.1
H -2.0469 0.8877 0.8399 -0.1 -0.1 -0.1
C -0.8914 0.0941 -0.7754 0.6 -0.2 0.4
H 1.7931 1.7885 1.3442 0.0 0.0 -0.1
H 2.4009 -0.9785 -0.6805 0.0 0.0 0.0
H -0.0004 -0.2581 -2.5830 0.0 0.0 0.1
O 2.4562 -0.1922 -0.1234 -0.4 -0.1 -0.1
H -1.8054 -1.5336 0.2842 0.0 0.0 0.0
H -2.5971 -1.1198 -1.2470 0.0 0.0 0.0
```
Forces are in eV/Å.